101
Properties=species:S:1:pos:R:3:forces:R:3:mulliken_charge:R:1 method="wB97M-V/def2-TZVPD" homo_energy_ev="-12.69 / -12.69" fmax_ev_per_a=2.01 spin_multiplicity=5 gap_ev="7.03 / 4.35" total_charge=+2 energy_ev=-143356.0857
Ru 0.1263 0.4763 -0.7974 -1.2 1.2 1.0 1.36
O -2.0053 0.7980 -1.6115 0.2 0.0 0.3 -0.84
C -2.3212 -0.1543 -0.8550 0.2 -0.1 -0.1 0.75
O -1.3300 -0.8189 -0.2880 0.1 0.3 -0.1 0.23
C -3.6908 -0.5551 -0.5835 0.1 -0.1 0.1 0.07
C -4.7240 0.1545 -1.1830 -0.2 0.1 -0.1 -0.48
C -6.0562 -0.1890 -0.9607 0.0 0.2 -0.1 -1.21
C -6.2877 -1.2536 -0.1249 -0.2 0.0 0.0 0.99
O -7.4748 -1.7691 0.2380 0.0 -0.1 0.1 -0.47
C -7.2044 -2.8592 1.1391 0.2 0.2 -0.1 -0.27
O -5.7738 -2.9688 1.2377 -0.2 0.0 0.0 -0.51
C -5.2564 -1.9690 0.4753 0.0 -0.2 0.1 0.58
C -3.9483 -1.6507 0.2742 0.2 0.0 0.0 -0.92
H -4.4812 0.9858 -1.8308 0.0 0.0 0.0 0.55
H -6.8738 0.3505 -1.4212 0.1 0.0 0.0 0.47
H -7.6192 -3.7766 0.7344 0.0 -0.1 -0.1 0.27
H -7.6270 -2.6361 2.1139 0.0 0.1 0.1 0.27
H -3.1466 -2.2057 0.7449 0.0 0.0 -0.1 0.50
C 0.2553 3.1801 -1.9783 0.3 0.1 0.0 -0.73
O 1.2223 2.2361 -1.4029 -0.3 -0.1 -0.1 -0.32
H 0.7767 4.0919 -2.2576 0.1 0.0 0.0 0.40
H -0.5352 3.3932 -1.2647 -0.1 0.0 0.1 0.31
H -0.1593 2.7083 -2.8591 0.0 -0.1 -0.1 0.27
H 1.5771 2.6386 -0.5965 0.1 -0.1 0.0 0.25
C -0.5641 -0.9023 2.9511 0.3 0.2 -0.3 -1.27
C -0.8741 0.4235 3.6077 -0.5 -0.8 0.6 2.02
C -2.2716 0.9367 3.3494 0.2 0.3 -0.2 -1.55
C -0.4325 0.4462 5.0496 0.1 0.2 -0.1 -1.78
Si 0.3322 1.8154 2.4761 0.4 0.6 -0.3 -1.08
O -0.0086 1.5280 0.9464 0.0 -0.4 -0.3 0.05
C -0.1210 3.5460 2.9665 -0.2 -0.1 0.2 1.20
C 0.1673 4.4887 1.9689 0.0 0.0 0.1 -0.32
C 0.0865 5.8481 2.2321 0.0 0.0 0.0 -0.73
C -0.2866 6.2889 3.4945 0.0 0.0 0.0 -0.56
C -0.5919 5.3688 4.4882 0.0 0.0 0.0 -0.87
C -0.5202 4.0079 4.2239 0.1 0.2 -0.2 -0.10
C 2.0956 1.4517 2.8965 0.0 -0.2 0.1 0.68
C 2.9771 1.1226 1.8603 0.0 -0.1 0.1 0.51
C 4.3405 1.0175 2.0919 0.0 0.0 0.1 -0.89
C 4.8407 1.2286 3.3717 -0.1 0.0 0.0 -0.68
C 3.9776 1.5430 4.4156 0.0 0.0 0.0 -0.91
C 2.6159 1.6575 4.1790 0.0 0.1 0.0 -0.45
H -1.2157 -1.6439 3.4348 0.0 0.0 0.0 0.64
H 0.4706 -1.2054 3.1221 0.0 0.0 0.0 0.30
H -0.7759 -0.9083 1.8823 -0.1 0.0 0.1 -0.22
H -2.9616 0.1920 3.7697 0.0 0.0 0.0 0.50
H -2.4903 1.0355 2.2846 0.0 -0.1 0.0 0.29
H -2.4634 1.8914 3.8350 0.0 0.0 0.0 0.38
H -1.1281 -0.2121 5.5906 0.0 0.0 0.0 0.52
H -0.4955 1.4187 5.5281 -0.1 0.1 0.0 0.27
H 0.5717 0.0476 5.1783 0.0 0.0 0.0 0.46
H 0.4623 4.1565 0.9772 0.0 0.1 0.1 0.02
H 0.3131 6.5628 1.4509 0.0 0.0 0.0 0.44
H -0.3516 7.3497 3.7004 0.0 0.0 0.0 0.41
H -0.8879 5.7087 5.4726 0.0 0.0 0.0 0.45
H -0.7935 3.3274 5.0151 0.0 -0.1 0.1 0.15
H 2.5950 0.9454 0.8613 0.0 0.0 -0.1 0.15
H 5.0170 0.7735 1.2807 0.0 0.0 0.0 0.47
H 5.9057 1.1555 3.5540 0.0 0.0 0.0 0.42
H 4.3676 1.7092 5.4115 0.0 0.0 0.0 0.45
H 1.9637 1.9401 4.9989 0.0 0.0 0.0 0.49
C 3.9851 0.5834 -2.0722 0.1 0.1 0.1 -0.43
Si 3.0554 -0.3598 -3.3689 -0.3 0.0 0.3 0.28
C 2.4309 0.7259 -4.7252 0.0 0.2 -0.2 -0.91
C 4.0174 -1.8165 -3.9536 0.1 -0.2 -0.2 -1.03
As 1.0653 -1.1552 -2.2362 0.6 -1.2 -0.9 0.07
Si -0.5109 -1.8835 -3.9407 0.2 0.2 0.2 0.36
C 0.5377 -2.9115 -5.0642 0.1 -0.1 -0.2 -1.05
C -1.1395 -0.3270 -4.7098 -0.1 0.2 -0.1 -0.87
C -1.8412 -2.8876 -3.1533 -0.2 -0.1 0.2 -0.75
Si 1.6227 -3.0225 -0.7800 0.0 0.4 -0.1 0.23
C 2.4836 -2.1530 0.6185 0.1 0.0 0.1 -0.51
C 0.0498 -3.8224 -0.2387 -0.2 0.0 0.1 -0.56
C 2.7199 -4.1795 -1.7074 0.2 -0.2 -0.1 -1.07
H 5.0010 0.7944 -2.4213 -0.1 0.0 0.0 0.56
H 4.0590 0.0073 -1.1451 0.1 0.0 0.0 -0.11
H 3.4952 1.5339 -1.8592 0.1 0.0 0.0 0.06
H 3.2515 1.3431 -5.1058 -0.1 0.0 0.0 0.48
H 1.6463 1.3943 -4.3631 0.0 0.0 -0.1 0.16
H 2.0348 0.1452 -5.5611 0.0 0.1 0.0 0.29
H 4.8478 -1.4489 -4.5680 -0.1 -0.1 0.0 0.41
H 3.4246 -2.5011 -4.5633 0.1 0.0 0.0 0.30
H 4.4409 -2.3719 -3.1169 0.0 0.0 -0.1 0.29
H 1.1835 -2.2971 -5.6964 0.0 -0.1 0.0 0.24
H -0.1141 -3.4991 -5.7201 0.1 0.0 0.0 0.45
H 1.1622 -3.6111 -4.5039 -0.1 0.0 -0.1 0.23
H -0.4009 0.1217 -5.3767 0.0 0.0 0.0 0.33
H -1.4141 0.3956 -3.9395 -0.1 0.0 -0.1 0.12
H -2.0383 -0.5418 -5.2975 0.1 0.0 0.0 0.45
H -1.4686 -3.8615 -2.8312 -0.1 0.0 0.0 0.29
H -2.6243 -3.0549 -3.9017 0.1 0.0 0.1 0.47
H -2.3010 -2.3928 -2.2962 0.0 -0.1 0.0 -0.03
H 1.9128 -1.2752 0.9309 0.0 -0.1 0.1 -0.56
H 3.4829 -1.8195 0.3254 -0.1 0.0 0.0 0.29
H 2.5936 -2.8124 1.4856 0.0 0.0 -0.1 0.58
H -0.7389 -3.0848 -0.0837 0.0 -0.1 0.0 -0.31
H 0.2309 -4.3418 0.7088 0.0 0.0 -0.1 0.46
H -0.2977 -4.5601 -0.9649 0.0 0.0 0.1 0.37
H 3.7585 -3.8432 -1.7074 -0.1 -0.1 0.0 0.34
H 2.4017 -4.3197 -2.7423 0.0 -0.1 0.1 0.29
H 2.6862 -5.1572 -1.2134 0.0 0.1 -0.1 0.43

***

101
Properties=species:S:1:pos:R:3:forces:R:3:mulliken_charge:R:1 method="wB97M-V/def2-TZVPD" homo_energy_ev="-14.93 / -14.93" fmax_ev_per_a=1.75 gap_ev="4.52 / 4.52" total_charge=+3 energy_ev=-165475.3191
Pd 0.8541 -0.6467 0.8485 0.8 0.6 0.1 0.22
C -0.5332 2.8557 3.5606 -0.1 -0.1 0.1 -0.90
C -0.0468 2.0763 2.5094 0.1 0.0 0.0 -0.97
N -0.2596 0.7788 2.4043 -0.3 -0.1 0.0 2.38
C -0.9465 0.1493 3.3820 -0.2 0.6 0.4 -0.32
C -1.4767 0.8577 4.4909 0.2 -0.1 -0.5 1.39
C -1.2675 2.2464 4.5508 0.2 0.0 -0.3 -1.16
C -2.1725 0.1563 5.5160 -0.1 -0.4 0.2 -1.05
C -2.2857 -1.1928 5.4794 0.0 0.4 0.1 -0.96
C -1.7250 -1.9456 4.4077 0.3 0.2 -0.6 1.44
C -1.7494 -3.3504 4.3763 0.2 0.0 -0.2 -1.02
C -1.1458 -4.0090 3.3334 -0.2 0.2 0.1 -1.19
C -0.5512 -3.2656 2.3110 0.0 -0.3 -0.1 -0.80
N -0.5284 -1.9492 2.3072 0.8 0.6 -0.1 1.00
C -1.0809 -1.2800 3.3380 -0.2 -0.2 0.4 -1.51
H -0.3395 3.9162 3.5829 0.0 0.1 0.0 0.53
H 0.5571 2.5196 1.7245 -0.1 0.0 0.0 0.13
H -1.6616 2.8152 5.3804 0.0 0.0 0.1 0.53
H -2.5834 0.7267 6.3346 -0.1 0.0 0.1 0.52
H -2.7847 -1.7310 6.2699 -0.1 0.0 0.1 0.50
H -2.2254 -3.8917 5.1779 -0.1 -0.1 0.1 0.50
H -1.1167 -5.0833 3.2813 0.0 -0.2 0.0 0.56
H -0.0717 -3.7704 1.4825 0.0 0.1 0.0 0.63
C 2.6337 0.2013 4.2450 -0.7 0.1 -0.5 -1.38
P 2.5363 -0.6859 2.6461 0.9 -0.1 -0.5 1.18
C 2.8180 -2.4226 3.1530 -0.5 0.1 -0.3 -1.59
C 4.1414 -0.2584 1.8370 -0.3 0.0 -0.1 -1.03
C 4.2430 -0.9606 0.4877 -0.3 0.1 0.2 -1.41
P 2.8677 -0.5151 -0.6647 0.6 -0.3 0.5 1.18
C 3.5722 0.9860 -1.4643 -0.7 -0.1 0.4 -0.80
C 3.1031 -1.7813 -1.9648 -0.6 0.0 0.3 -1.52
H 3.5317 -0.1107 4.7765 0.1 -0.1 -0.1 0.52
H 1.7644 -0.0387 4.8560 0.0 0.0 0.0 0.37
H 2.6652 1.2764 4.0833 0.0 0.1 0.0 0.38
H 3.8398 -2.5256 3.5234 0.0 0.1 0.0 0.52
H 2.6566 -3.0972 2.3103 0.0 0.0 0.1 0.33
H 2.1219 -2.6828 3.9512 0.0 0.0 0.0 0.40
H 4.9566 -0.5829 2.4919 -0.1 0.1 0.0 0.62
H 4.2045 0.8293 1.7281 0.0 -0.1 0.1 0.37
H 4.1888 -2.0431 0.6315 0.1 0.0 -0.1 0.43
H 5.1891 -0.7195 -0.0054 -0.1 -0.1 0.0 0.60
H 4.5251 0.7333 -1.9249 0.0 -0.1 0.0 0.59
H 3.7342 1.7496 -0.7071 0.0 0.1 0.0 0.34
H 2.8926 1.3720 -2.2226 0.0 0.0 0.0 -0.08
H 4.1088 -1.7070 -2.3756 0.0 0.2 0.0 0.56
H 2.3662 -1.6650 -2.7580 0.0 0.0 -0.1 0.24
H 2.9555 -2.7615 -1.5189 0.0 0.0 0.0 0.38
C -1.5806 -0.7899 -4.0475 0.4 0.6 -0.1 -0.33
Si -0.6265 0.8245 -4.2509 0.4 -0.2 0.5 0.21
C 1.2218 0.7543 -4.6786 -0.7 -0.1 0.1 -0.77
C -1.5157 2.2884 -5.0503 0.4 -0.4 0.5 -0.95
Sb -0.2893 1.3743 -1.1337 -0.6 0.3 -1.3 -0.22
Si -2.9985 1.4367 -0.5272 -0.4 0.2 0.7 0.34
C -3.1377 2.4464 1.0889 0.2 -0.5 -0.7 -0.71
C -3.6799 -0.3249 -0.3266 0.5 0.6 -0.2 -0.76
C -3.7371 2.4386 -1.9747 0.6 -0.6 0.4 -1.07
Si 0.8006 4.2193 -1.3059 0.3 0.5 0.7 0.32
C -0.1867 4.7721 -2.8257 0.4 -0.7 0.5 -0.81
C 0.1520 4.8946 0.3499 0.2 -0.3 -0.7 -0.64
C 2.6805 4.4669 -1.4929 -0.8 -0.5 0.1 -1.18
H -1.6419 -1.3069 -5.0035 0.0 0.0 -0.2 0.59
H -2.5989 -0.6172 -3.7078 -0.1 0.1 0.0 0.28
H -1.0980 -1.4585 -3.3398 0.1 0.1 0.0 -0.36
H 1.3270 0.4616 -5.7236 0.0 0.0 -0.2 0.45
H 1.7660 0.0220 -4.0863 -0.1 -0.1 0.1 0.07
H 1.7109 1.7214 -4.5695 -0.1 0.1 0.0 0.31
H -1.8252 1.9908 -6.0510 0.0 -0.3 -0.2 0.45
H -0.8714 3.1530 -5.1729 0.2 0.0 0.0 0.33
H -2.4119 2.6027 -4.5278 -0.2 0.0 0.1 0.32
H -2.7994 1.8846 1.9541 0.1 -0.1 0.1 -0.02
H -4.1784 2.7067 1.2627 -0.3 0.0 -0.1 0.55
H -2.5840 3.3799 1.0457 0.1 0.1 0.0 0.25
H -3.0160 -0.9427 0.2729 0.1 0.0 0.1 -0.06
H -3.8217 -0.8157 -1.2842 0.0 -0.1 -0.2 0.31
H -4.6481 -0.2966 0.1670 -0.2 0.2 0.1 0.56
H -3.1144 3.2799 -2.2632 0.1 0.2 0.0 0.26
H -4.6948 2.8484 -1.6682 -0.2 0.0 0.3 0.50
H -3.9263 1.8257 -2.8497 0.1 -0.2 -0.1 0.30
H -1.1864 4.3547 -2.8563 -0.2 0.0 0.0 0.21
H 0.3211 4.5234 -3.7512 0.1 -0.1 -0.1 0.29
H -0.2852 5.8543 -2.8011 0.0 0.3 0.2 0.50
H -0.8041 4.4647 0.6326 -0.1 0.0 0.0 -0.03
H 0.0123 5.9702 0.2657 0.0 0.2 -0.1 0.58
H 0.8579 4.7298 1.1594 0.2 -0.1 0.0 0.28
H 3.1187 3.9071 -2.3140 0.0 -0.1 -0.1 0.36
H 3.2328 4.2313 -0.5865 -0.1 -0.1 0.1 0.37
H 2.8616 5.5211 -1.7017 -0.2 0.2 0.0 0.46
Br -4.0911 -4.7888 -3.5186 0.5 -0.1 0.2 -0.17
C -2.3390 -4.8651 -2.7493 -0.5 0.1 -0.2 -0.46
C -1.5745 -6.0204 -2.8389 -0.2 0.2 0.0 -0.38
C -0.3170 -6.0355 -2.2570 0.1 0.1 0.0 -0.92
C 0.1812 -4.9082 -1.6278 0.1 0.1 0.0 -0.44
C -0.5844 -3.7419 -1.5631 -0.2 -0.1 0.0 0.59
C -1.8617 -3.7332 -2.1087 -0.1 -0.1 -0.1 0.32
C -0.0518 -2.5459 -0.8485 1.1 -1.4 0.1 -0.09
O 1.0018 -2.6871 -0.1853 -0.3 -0.8 -0.5 -0.54
O -0.6517 -1.4347 -0.9114 -0.1 1.5 0.4 0.23
H -1.9555 -6.8904 -3.3506 -0.1 -0.1 0.0 0.46
H 0.2787 -6.9332 -2.3039 0.1 -0.1 0.0 0.45
H 1.1693 -4.9223 -1.1947 0.0 0.0 0.1 0.42
H -2.4877 -2.8601 -2.0308 -0.1 0.1 0.0 0.33